Here is the ion C23H22BFNO5 with charge +1 at a distorted geometry from the Open Molecules 2025 dataset. Energies are from the ωB97M-V functional and the def2-TZVPD basis.

Computed properties:
- Frontier orbital gap: 3.861 eV
- Max |F|: 7.041 eV Å⁻¹
- Energy relative to the best compared isomer or geometry (same formula, charge and spin): 222.71 kcal/mol
- LUMO level: -7.26 eV
- E_HOMO: -11.1 eV
- Calculated total energy: -39314.671 eV

```
! RIJCOSX wB97M-V def2-TZVPD def2/J DEFGRID3
* xyz 1 1
H -5.375 0.721 -0.817
H 1.004 -0.408 -0.900
H 1.044 -1.204 3.096
C 2.486 2.454 -1.889
C 0.923 0.128 0.673
H 3.310 -0.123 -0.416
C 2.242 3.710 0.187
C -2.023 -1.301 -2.007
C -1.068 1.080 -1.909
H -6.231 -0.131 0.499
C -5.384 0.552 0.287
C 1.406 1.449 0.072
O -1.469 3.177 -0.628
B -0.614 -0.309 0.105
C 0.352 -2.221 -0.819
H 5.039 -1.813 0.098
H -2.008 1.186 -2.471
H -2.138 -2.208 -1.367
C 1.871 1.377 -1.255
H 2.471 4.609 0.783
F 4.920 -3.404 2.216
H 1.316 2.645 1.873
C 3.205 -0.775 0.456
C 4.180 -1.678 0.794
H -1.776 -1.596 -3.063
O 0.662 -3.383 -0.966
C 1.925 -1.359 2.448
H 3.029 4.509 -1.677
C 2.929 -2.242 2.839
N -0.911 -0.376 -1.471
C -1.222 1.964 -0.671
O -0.139 -1.695 0.426
O -2.983 0.325 0.680
H -5.599 1.496 0.829
H -2.317 -2.476 2.174
H -4.977 -2.004 1.692
H 2.900 2.300 -2.908
H 1.791 0.411 -1.808
H 0.633 -1.190 -2.785
H 2.838 -2.831 3.753
O -1.012 1.243 0.435
C 0.413 -1.031 -1.709
C -4.127 -1.353 1.500
C -2.023 -0.562 1.160
H 0.408 0.274 1.588
H -0.224 1.442 -2.522
C 2.613 3.638 -1.164
H -2.990 -0.766 -2.003
C 2.040 -0.711 1.215
C 1.606 2.607 0.810
C 4.036 -2.383 1.968
C -4.224 -0.158 0.838
C -2.756 -1.603 1.728
*
```